1.
C42H46MgN10 | the ωB97M-V functional and the def2-TZVPD basis

## Properties
**Energy relative to the best compared isomer or geometry (same formula, charge and spin)**: 0.0 kJ/mol
**Multiplicity**: 1
**Electronic energy**: -2375.52815 Ha
**Total charge**: 0
**Gap between HOMO and LUMO (alpha / beta)**: 5.26 / 4.95 eV

XYZ file:
```
99
Properties=species:S:1:pos:R:3:lowdin_charge:R:1
Mg 12.93 -9.89 -9.10 0.725
C 9.41 -14.13 -5.85 -0.074
C 10.74 -14.15 -6.20 -0.059
N 11.15 -13.59 -7.37 0.054
C 10.27 -13.00 -8.31 -0.049
C 8.88 -13.23 -8.05 -0.174
C 8.45 -13.73 -6.79 -0.028
C 7.99 -13.11 -9.13 -0.038
C 8.45 -12.72 -10.38 -0.026
C 9.84 -12.50 -10.65 -0.188
C 10.35 -12.46 -11.98 0.008
C 11.72 -12.15 -12.13 -0.046
C 12.44 -11.82 -10.96 -0.177
N 11.96 -11.79 -9.74 0.053
C 10.70 -12.37 -9.55 -0.129
H 9.15 -14.47 -4.84 0.110
H 11.55 -14.53 -5.61 0.132
H 7.42 -13.73 -6.50 0.099
H 6.90 -13.34 -9.00 0.132
H 7.73 -12.55 -11.22 0.123
H 9.70 -12.83 -12.76 0.106
H 12.19 -12.00 -13.09 0.092
H 13.48 -11.50 -11.07 0.072
C 15.57 -8.88 -3.67 -0.100
C 14.70 -10.01 -3.50 -0.096
C 13.91 -10.45 -4.53 -0.038
C 14.15 -9.91 -5.82 -0.237
C 14.94 -8.73 -5.96 -0.074
C 15.49 -8.14 -4.86 -0.119
N 13.76 -10.57 -6.99 -0.056
N 13.17 -11.70 -6.71 0.000
C 13.61 -12.79 -7.44 -0.254
C 14.93 -13.04 -7.84 -0.038
C 15.27 -14.26 -8.41 -0.114
C 14.32 -15.29 -8.57 -0.099
C 12.98 -14.99 -8.29 -0.043
C 12.65 -13.78 -7.72 -0.132
H 16.20 -8.58 -2.86 0.073
H 14.83 -10.60 -2.55 0.111
H 13.17 -11.22 -4.48 0.086
H 15.09 -8.35 -6.95 0.058
H 15.97 -7.16 -4.90 0.101
H 15.66 -12.19 -7.84 0.111
H 16.29 -14.51 -8.73 0.099
H 14.68 -16.25 -8.84 0.080
H 12.20 -15.77 -8.38 0.126
C 16.05 -12.32 -11.54 -0.014
N 16.84 -11.59 -10.53 -0.086
C 18.29 -11.87 -10.43 -0.136
C 18.79 -10.83 -9.49 -0.157
N 17.65 -9.91 -9.34 -0.070
C 17.82 -8.82 -8.38 -0.030
C 16.51 -10.38 -9.99 -0.344
N 15.31 -9.87 -10.15 0.055
C 15.29 -8.43 -10.05 -0.281
C 14.24 -7.81 -10.95 -0.258
N 12.87 -8.21 -10.66 0.043
C 11.94 -7.45 -11.26 -0.293
N 12.05 -6.34 -12.05 -0.069
C 13.23 -5.67 -12.54 -0.082
C 10.70 -5.90 -12.57 -0.100
C 9.75 -6.91 -11.99 -0.147
N 10.57 -7.73 -11.14 -0.072
C 10.14 -8.99 -10.50 -0.022
H 15.31 -11.61 -11.98 0.078
H 15.57 -13.15 -11.09 0.059
H 16.76 -12.59 -12.36 0.096
H 18.81 -11.85 -11.45 0.139
H 18.46 -12.85 -9.97 0.120
H 19.69 -10.33 -9.94 0.136
H 19.17 -11.24 -8.55 0.121
H 17.05 -8.82 -7.54 0.098
H 17.91 -7.85 -8.78 0.062
H 18.84 -9.02 -8.00 0.093
H 16.27 -8.01 -10.33 0.113
H 15.11 -8.05 -8.99 0.112
H 14.55 -8.08 -12.01 0.126
H 14.42 -6.69 -10.82 0.112
H 13.94 -6.35 -13.02 0.076
H 13.81 -5.11 -11.77 0.092
H 12.93 -4.94 -13.33 0.099
H 10.69 -5.98 -13.70 0.135
H 10.44 -4.87 -12.32 0.118
H 9.28 -7.61 -12.73 0.133
H 8.96 -6.46 -11.41 0.119
H 10.89 -9.79 -10.63 0.053
H 9.21 -9.38 -10.84 0.083
H 10.04 -8.79 -9.45 0.048
C 10.16 -7.81 -5.35 -0.142
C 9.96 -9.15 -5.61 -0.087
C 10.48 -9.69 -6.84 -0.144
C 11.25 -8.93 -7.70 -0.244
C 11.47 -7.61 -7.33 -0.182
C 10.91 -7.03 -6.20 -0.125
H 9.71 -7.37 -4.47 0.089
H 9.42 -9.81 -4.96 0.077
H 10.13 -10.68 -7.15 0.068
H 12.16 -6.97 -7.92 0.079
H 11.00 -5.96 -6.01 0.090
```



2.
C42H46N3O6S4SbScSi2 | the ωB97M-V functional and the def2-TZVPD basis

## Properties
**Multiplicity**: 2
**Electronic energy**: -5416.75060 Ha
**Total charge**: -2
**Gap between HOMO and LUMO (alpha / beta)**: 4.35 / 5.92 eV

XYZ file:
```
105
Properties=species:S:1:pos:R:3:lowdin_charge:R:1
Sc 0.55 -1.21 1.08 0.708
O 3.54 -3.44 2.55 -0.277
S 2.76 -2.64 1.62 0.498
O 1.35 -3.07 1.50 -0.366
O 2.78 -1.21 1.84 -0.351
C 3.32 -3.06 -0.03 -0.228
C 3.79 -4.35 -0.22 -0.054
C 4.02 -4.82 -1.50 -0.081
C 3.75 -4.01 -2.59 -0.075
C 3.28 -2.72 -2.39 -0.061
C 3.05 -2.24 -1.11 -0.258
S 2.87 -0.45 -0.93 0.500
O 2.81 0.03 -2.31 -0.318
O 4.11 -0.10 -0.29 -0.256
O 1.63 -0.08 -0.20 -0.531
H 3.97 -4.95 0.66 0.110
H 4.40 -5.82 -1.64 0.096
H 3.93 -4.38 -3.59 0.097
H 3.09 -2.05 -3.21 0.107
C -1.14 2.12 4.29 -0.095
C -1.81 0.79 4.16 -0.280
C -3.09 0.63 4.64 -0.089
C -3.82 -0.51 4.35 -0.110
C -3.28 -1.44 3.47 -0.056
C -1.98 -1.30 2.95 -0.365
N -1.22 -0.21 3.40 -0.080
N -1.41 -2.13 2.08 -0.078
Si -2.13 -3.61 1.58 0.463
C -2.50 -4.80 3.06 -0.176
C -3.78 -3.38 0.59 -0.157
C -1.02 -4.69 0.47 -0.195
H -1.67 2.72 5.03 0.070
H -1.18 2.64 3.33 0.056
H -0.10 2.05 4.58 -0.020
H -3.53 1.42 5.24 0.091
H -4.81 -0.66 4.76 0.084
H -3.84 -2.31 3.19 0.063
H -3.36 -4.52 3.66 0.002
H -1.64 -4.82 3.72 0.021
H -2.67 -5.82 2.71 0.009
H -4.59 -2.97 1.18 0.005
H -4.12 -4.32 0.17 0.015
H -3.61 -2.70 -0.24 0.005
H -0.11 -4.94 0.99 0.013
H -0.74 -4.15 -0.43 -0.066
H -1.52 -5.61 0.17 0.024
C -2.69 -3.47 -3.32 -0.183
Si -2.20 -1.67 -3.74 0.542
C -3.58 -1.04 -4.94 -0.199
C -0.57 -1.55 -4.73 -0.193
C -2.29 -0.60 -2.20 -0.264
C -3.26 0.33 -1.90 -0.091
C -3.23 0.98 -0.67 -0.084
C -2.21 0.69 0.21 -0.167
N -1.25 -0.20 -0.05 -0.027
C -1.30 -0.85 -1.23 -0.714
S -0.14 -2.05 -1.52 0.777
H -2.62 -4.12 -4.19 0.016
H -3.71 -3.53 -2.94 0.019
H -2.03 -3.85 -2.55 -0.014
H -3.60 -1.65 -5.83 0.010
H -3.41 -0.01 -5.24 0.014
H -4.56 -1.09 -4.48 0.011
H -0.71 -1.61 -5.80 0.014
H 0.10 -2.35 -4.43 -0.002
H -0.05 -0.62 -4.50 0.018
H -4.05 0.54 -2.61 0.095
H -3.99 1.71 -0.41 0.096
H -2.14 1.18 1.17 0.100
S 1.26 0.22 4.15 0.577
C 0.11 -0.14 2.96 -0.766
C 0.70 7.38 1.63 -0.128
C 1.92 6.72 1.63 -0.107
C 1.97 5.36 1.40 -0.124
C 0.83 4.61 1.16 -0.316
C -0.39 5.28 1.19 -0.155
C -0.46 6.65 1.42 -0.117
Sb 0.85 2.40 0.81 1.620
C 3.00 2.42 0.84 -0.391
C 3.79 3.08 -0.08 -0.150
C 5.17 3.03 0.02 -0.103
C 5.76 2.33 1.06 -0.107
C 4.97 1.68 1.99 -0.083
C 3.60 1.73 1.89 -0.152
C 0.35 2.76 -1.27 -0.328
C -0.95 3.17 -1.57 -0.155
C -1.39 3.23 -2.88 -0.111
C -0.55 2.86 -3.91 -0.113
C 0.74 2.45 -3.63 -0.089
C 1.19 2.41 -2.32 -0.126
H 0.65 8.45 1.79 0.087
H 2.83 7.28 1.81 0.092
H 2.93 4.86 1.41 0.078
H -1.30 4.73 1.05 0.077
H -1.42 7.15 1.43 0.090
H 3.33 3.63 -0.89 0.100
H 5.79 3.54 -0.71 0.092
H 6.84 2.29 1.14 0.090
H 5.43 1.12 2.79 0.105
H 2.99 1.20 2.61 0.005
H -1.62 3.43 -0.77 0.075
H -2.41 3.54 -3.10 0.095
H -0.90 2.89 -4.94 0.089
H 1.41 2.14 -4.42 0.101
H 2.17 2.03 -2.11 0.060
```



Asked for F_max across the records above, the calculation gives 3.15 2.81 eV Å⁻¹ in order.